Model a:
A cluster of 5 separate species, C2H15NO4 in total, computed with ωB97M-V/def2-TZVPD.

Values from the calculation:
- E_HOMO (Ha) = -0.33582
- Kohn-Sham gap (eV) = 9.579
- SMILES = CNC.O.O.O.O

```
22
C2H15NO4 (ωB97M-V/def2-TZVPD)
O 0.861 -1.276 -2.316
H 0.725 -0.858 2.975
O 1.202 -1.062 3.776
H -0.433 1.500 -2.317
H 0.183 -3.260 0.516
C -1.765 0.947 0.447
O -0.165 -2.512 0.060
H -0.993 2.198 1.743
H -2.336 1.826 0.113
H -2.309 0.408 1.242
H -1.401 0.204 -0.259
H 0.185 -0.699 -2.695
H -0.647 1.829 -3.793
H 0.223 -2.267 -0.786
H 1.148 0.988 0.148
N -0.611 1.349 1.329
H 1.026 -1.965 4.012
O -0.178 1.214 -3.194
C 0.547 1.814 0.534
H 1.238 2.453 1.111
H 0.175 2.385 -0.322
H 1.394 -1.607 -3.024
```

Atomic partial charges in e from the natural (NBO) method, atoms 1 to 8: -0.973, 0.485, -0.951, 0.478, 0.474, -0.454, -0.995, 0.337

---

Model b:
A cluster of 5 separate species, C2H15NO4 in total, computed with ωB97M-V/def2-TZVPD.

Values from the calculation:
- E_HOMO (Ha) = -0.34099
- Kohn-Sham gap (eV) = 9.859
- SMILES = CNC.O.O.O.O

```
22
C2H15NO4 (ωB97M-V/def2-TZVPD)
C 0.195 0.626 1.789
N 1.141 1.412 0.969
H -3.003 0.080 -0.071
O 3.195 -0.480 -3.085
H 0.623 0.478 2.784
O -3.783 -0.271 0.422
H 2.292 -0.101 -3.240
H -0.969 1.849 -1.084
H 0.115 -0.394 1.340
H -4.390 -0.275 -0.322
H -0.817 1.047 1.929
H 0.060 0.867 -0.635
H 2.637 -0.078 0.559
H -3.266 -3.883 0.618
C 2.476 0.990 0.545
H 3.394 0.062 -2.309
H -3.019 -4.379 -0.827
H 3.342 1.366 1.337
H 1.241 2.320 1.407
H 2.507 1.432 -0.443
O -0.590 0.983 -1.361
O -3.382 -3.650 -0.321
```

Atomic partial charges in e from the natural (NBO) method, atoms 1 to 8: -0.428, -0.678, 0.471, -0.927, 0.174, -0.936, 0.470, 0.463

---

The data favor model a; the next most stable structure lies 0.539 eV above it.

---

Model a:
A cluster of 2 separate species, C4H7N4 in total, computed with ωB97M-V/def2-TZVPD.

Values from the calculation:
- E_HOMO (Ha) = -0.56767
- Kohn-Sham gap (eV) = 11.732
- total charge = +1

```
15
C4H7N4 (ωB97M-V/def2-TZVPD)
C 0.397 0.616 1.229
C 2.122 2.184 2.270
H 1.022 -1.828 -1.284
N -0.745 -0.844 -0.671
H -0.526 -0.208 0.166
H -2.808 -0.540 -0.682
H -2.846 -1.561 -3.026
N 1.131 1.395 1.738
H 2.540 1.536 3.205
H 2.947 2.510 1.551
C -0.056 -1.665 -1.484
H 1.684 3.087 2.853
N -2.024 -0.856 -1.158
N -0.827 -2.161 -2.470
C -2.011 -1.665 -2.237
```

Atomic partial charges in e from the natural (NBO) method, atoms 1 to 8: 0.251, -0.480, 0.256, -0.327, 0.416, 0.444, 0.262, -0.381

---

Model b:
A cluster of 2 separate species, C4H7N4 in total, computed with ωB97M-V/def2-TZVPD.

Values from the calculation:
- E_HOMO (Ha) = -0.49524
- Kohn-Sham gap (eV) = 8.701
- total charge = +1

```
15
C4H7N4 (ωB97M-V/def2-TZVPD)
C 0.394 1.078 0.175
N 1.845 -0.504 -1.108
H 0.241 1.309 1.263
N -1.815 -0.389 1.119
H -1.089 -0.352 1.797
H 1.361 -0.513 0.976
C 0.235 1.922 -0.921
H 2.669 -1.092 -1.069
N -0.011 2.458 -1.892
C -1.719 0.260 0.017
H -2.345 -1.236 0.958
H 1.677 0.030 -1.976
C 1.239 -0.001 -0.027
N -2.071 0.410 -1.116
H -2.528 0.892 -1.888
```

Atomic partial charges in e from the natural (NBO) method, atoms 1 to 8: -0.565, -0.723, 0.275, -0.777, 0.436, 0.210, 0.234, 0.441

---

The data favor model a; the next most stable structure lies 0.385 eV above it.

---

Model a:
A cluster of 2 separate species, CH5O2P in total, computed with ωB97M-V/def2-TZVPD.

Values from the calculation:
- E_HOMO (spin up / spin down) (Ha) = -0.30563 / -0.29245
- Kohn-Sham gap (spin up / spin down) (eV) = 7.772 / 7.659

```
9
CH5O2P (ωB97M-V/def2-TZVPD)
H -2.467 0.372 -0.523
H 0.680 0.469 2.172
O 0.381 0.234 -1.507
H -0.537 -2.386 -0.171
H 1.146 1.520 0.768
P -0.123 -0.170 -0.035
H -0.028 1.057 -1.786
O 0.158 -1.715 -0.014
C 0.789 0.619 1.096
```

Atomic partial charges in e from the natural (NBO) method, atoms 1 to 8: -0.262, 0.242, -0.977, 0.528, 0.225, 1.771, 0.509, -0.990

---

Model b:
A cluster of 2 separate species, CH5O2P in total, computed with ωB97M-V/def2-TZVPD.

Values from the calculation:
- E_HOMO (spin up / spin down) (Ha) = -0.35196 / -0.34782
- Kohn-Sham gap (spin up / spin down) (eV) = 8.947 / 8.800

```
9
CH5O2P (ωB97M-V/def2-TZVPD)
H -2.472 -1.425 0.600
O 1.814 -1.399 -0.074
H 2.015 1.018 0.601
C 1.438 0.796 -0.228
H 0.953 1.638 -0.668
O 1.378 -0.396 -0.749
H -2.392 0.608 -0.271
P -1.715 -0.569 -0.148
H -1.019 -0.271 0.937
```

Atomic partial charges in e from the natural (NBO) method, atoms 1 to 8: -0.001, -0.389, 0.169, 0.078, 0.176, -0.031, -0.017, 0.041

---

The data favor model a; the next most stable structure lies 3.249 eV above it.

---

Model a:
A cluster of 2 separate species, C4H12 in total, computed with ωB97M-V/def2-TZVPD.

Values from the calculation:
- E_HOMO (spin up / spin down) (Ha) = 0.05662 / -0.24819
- Kohn-Sham gap (spin up / spin down) (eV) = 2.813 / 11.226
- total charge = -1
- 2S+1 = 2

```
16
C4H12 (ωB97M-V/def2-TZVPD)
H -2.393 -0.566 -1.005
H -0.303 1.436 -0.023
H 0.268 2.203 1.320
H -1.226 -1.597 -2.020
H -1.497 -1.468 1.165
H 2.401 1.502 1.357
H -1.275 -3.035 -0.057
C -1.118 -1.974 0.235
C 1.896 1.085 0.530
H -0.048 -2.025 0.255
H 2.400 1.496 -0.454
H 0.607 2.825 -0.177
H -0.726 -0.112 -1.121
C 0.622 1.931 0.313
H 1.657 0.035 0.557
C -1.378 -1.157 -1.043
```

Atomic partial charges in e from the natural (NBO) method, atoms 1 to 8: 0.177, 0.203, 0.173, 0.195, 0.210, 0.192, 0.201, -0.793

---

Model b:
A cluster of 2 separate species, C4H12 in total, computed with ωB97M-V/def2-TZVPD.

Values from the calculation:
- E_HOMO (spin up / spin down) (Ha) = 0.06466 / -0.28338
- Kohn-Sham gap (spin up / spin down) (eV) = 1.289 / 10.954
- total charge = -1
- 2S+1 = 2

```
16
C4H12 (ωB97M-V/def2-TZVPD)
C -3.855 -4.751 0.742
H -2.622 -3.221 0.042
C 3.938 4.168 -0.322
H 4.547 4.488 0.519
H 4.490 4.414 -1.231
H 1.718 4.209 -0.567
H 3.750 3.096 -0.263
C -2.634 -4.308 -0.032
C 2.564 4.877 -0.401
H -4.024 -5.814 0.885
H -3.825 -4.262 1.720
H -4.733 -4.343 0.261
H 2.427 5.658 -1.152
H -1.703 -4.718 0.349
H -2.690 -4.508 -1.104
H 2.434 5.404 0.554
```

Atomic partial charges in e from the natural (NBO) method, atoms 1 to 8: -0.689, 0.201, -0.814, 0.188, 0.188, 0.184, 0.192, -0.706

---

Model c:
A cluster of 2 separate species, C4H12 in total, computed with ωB97M-V/def2-TZVPD.

Values from the calculation:
- E_HOMO (spin up / spin down) (Ha) = 0.05664 / -0.28787
- Kohn-Sham gap (spin up / spin down) (eV) = 2.881 / 12.336
- total charge = -1
- 2S+1 = 2

```
16
C4H12 (ωB97M-V/def2-TZVPD)
C 1.478 -1.785 0.397
H -2.085 2.462 -0.118
H -0.467 3.075 -0.525
H -0.082 1.177 -2.046
C -1.072 2.170 -0.412
H -0.663 1.584 0.405
H 2.433 -1.272 0.484
H -1.366 0.288 -1.443
H -0.218 -2.334 1.596
H 1.254 -1.992 2.539
C -1.102 1.321 -1.682
H -1.740 1.750 -2.448
H 0.349 -0.656 1.836
C 0.656 -1.695 1.683
H 0.941 -1.269 -0.402
H 1.683 -2.823 0.138
```

Atomic partial charges in e from the natural (NBO) method, atoms 1 to 8: -0.807, 0.181, 0.184, 0.187, -0.765, 0.196, 0.184, 0.190

---

The data favor model c; the next most stable structure lies 0.419 eV above it.